Entry from the Open Molecules 2025 dataset: a structure of composition C42H66As3ClN9O2ReS in a non-equilibrium geometry (the ωB97M-V functional and the def2-TZVPD basis).

CARTESIAN COORDINATES (ANGSTROEM)
H: 5.543323 -1.462206 -4.879360
N: -2.798803 0.424324 -0.369145
H: 0.391546 2.542471 1.536962
H: 0.471464 -3.058046 4.477414
C: 0.751550 -1.208653 6.762855
C: -1.354318 -1.667831 -3.837305
C: 5.509104 -1.009681 3.805554
C: -2.345716 -1.866665 -0.309972
N: -0.922086 4.770144 -3.506900
H: -3.462261 -0.359535 -4.898336
H: 4.836967 -0.154861 -3.936383
H: 2.907517 -0.976050 7.141306
As: -1.508971 0.247544 -3.415006
C: -0.443748 -0.573269 4.599344
C: -0.305988 -2.246861 7.140798
H: -5.959187 -2.050466 3.429271
H: -1.115238 -1.425100 4.495032
H: 2.481318 2.505623 0.183825
C: -0.618492 -0.383780 2.116414
H: -4.657590 3.652105 0.371143
H: 4.364524 -2.677001 4.440121
N: -1.097434 -1.520983 -0.713041
C: 1.632923 1.762305 -6.018169
C: 4.619920 -1.097911 -4.433820
C: 2.209484 2.717405 -0.850705
C: 1.338823 -2.400749 4.552452
H: 2.521668 -0.030239 5.596724
H: -4.092829 4.515848 -4.001580
C: -6.978934 -0.891077 0.424101
C: 2.082233 -1.638740 7.395493
H: -0.398066 -2.107540 -3.566801
H: 2.720593 1.851515 -6.026934
H: 6.383207 -1.312825 4.357431
C: -2.680499 -3.207053 -0.092485
H: -8.023517 -1.563520 2.167535
C: 4.361656 -1.769903 3.856871
H: -1.018145 6.772318 -2.842047
C: -2.140431 4.181441 -3.529473
C: -3.288303 0.457936 -4.192513
H: -1.507317 -1.793752 -4.911756
C: -1.717787 -4.181862 -0.263326
H: 2.382665 0.085607 1.839738
C: 3.215245 -1.397976 3.149109
H: 2.274362 -3.269791 2.854243
H: -5.682489 -0.284577 -1.173349
C: 0.099924 1.596622 1.949219
N: -0.316917 0.082479 3.327942
C: 5.537437 0.151391 3.031658
H: -7.881931 -0.685164 -0.129828
H: -3.358313 1.413638 -4.709979
C: -4.665304 -1.493780 1.823852
C: -0.373742 1.107343 -4.773785
C: -0.431676 -3.809771 -0.646979
H: 1.207412 2.761222 -6.035375
H: 0.575740 0.156002 8.425335
H: 0.813688 -2.118301 -1.137932
C: 0.912488 -1.055108 5.202088
C: -0.644521 6.180601 -3.683478
C: 1.827882 1.671834 -3.569266
C: -0.173843 -2.469280 -0.856059
C: -4.580901 -0.988919 0.525204
C: 2.945650 -2.763108 -6.275625
C: -7.058919 -1.390556 1.715612
Re: -0.857716 0.572716 -0.984437
H: 1.566057 2.735591 -3.591922
H: -1.960907 -5.217996 -0.101764
H: 2.648290 -3.290715 -5.368964
H: 1.266057 -1.880710 2.442045
S: -1.339782 2.889612 -0.740420
H: -0.362227 -2.296857 8.224727
H: -1.295060 -1.979550 6.779781
H: -0.655694 2.160589 -4.727411
H: -1.084527 6.545935 -4.613091
H: 4.423118 1.444400 1.736129
H: 1.453494 3.503638 -0.859181
C: 4.401400 0.539129 2.320440
H: 2.912079 -0.466330 -0.285695
H: 2.918350 1.598912 -3.693178
O: 1.852955 -0.056326 4.901354
H: -3.688089 -3.454413 0.198016
C: -5.898743 -1.676867 2.419279
H: 2.059395 -2.882074 5.207757
H: 3.035080 -0.954837 -1.986136
H: -2.145073 -2.209493 -3.312003
H: -0.193468 4.207619 -3.088899
H: -0.053482 -3.240892 6.783629
H: -0.866243 0.166105 5.280063
C: 1.163502 0.989616 -4.774909
H: -1.032803 -1.355149 1.927603
H: 1.614308 -0.944697 -3.899221
Cl: 6.969516 1.084392 2.932790
H: -3.106188 5.921789 -4.048506
C: 2.997671 -0.101684 -1.310489
N: -3.537109 1.482250 -0.096502
N: -0.362473 0.555384 1.207550
H: 3.845825 -3.225792 -6.675712
H: 3.100077 3.066775 -1.381570
C: -3.261649 -0.772752 -0.082795
N: -3.207629 4.951607 -3.810565
As: 3.301956 -0.875807 -5.882417
C: -5.747102 -0.668226 -0.165284
C: 3.262933 -0.232232 2.381863
H: -0.753931 0.710409 -5.725435
H: -0.717062 0.330639 7.272900
C: 1.989148 -2.259896 3.165703
H: 1.328750 1.249617 -6.929103
C: 1.584542 -0.477389 -4.893062
As: 1.494158 1.111422 -1.699187
H: 0.835409 -0.998362 -5.495216
H: 4.275083 -1.837064 -3.712194
H: 0.344369 -4.547133 -0.781736
H: -3.287177 4.663367 0.014515
N: 0.126700 1.328188 3.222419
H: 3.928475 0.463031 -1.405052
C: -3.003171 2.662535 -0.231146
H: 0.433053 6.309358 -3.756023
C: 0.349773 0.147588 7.364808
H: -4.052795 0.426264 -3.416177
H: 2.354900 -2.655426 7.128527
O: -2.243541 2.971824 -3.277018
H: 0.887848 0.968509 6.898822
H: 2.159688 -2.855669 -7.022381
H: 1.980876 -1.618688 8.475843
H: -3.762130 -1.720234 2.373875
N: -3.705161 3.749220 0.056432

Cartesian forces, eV/Å:
0.01 0.01 -0.06
0.13 -0.67 -0.09
0.02 0.13 0.00
0.00 -0.12 0.09
-0.13 0.20 -0.14
0.00 -0.01 0.18
0.18 0.55 -0.21
0.24 -0.94 -0.03
0.38 -0.07 0.08
0.20 0.05 0.20
-0.02 0.07 -0.02
0.19 0.05 0.06
0.11 -0.58 -1.51
0.40 -0.21 1.25
0.20 0.07 -0.07
0.01 -0.05 0.10
-0.06 0.16 -0.07
-0.02 -0.05 -0.03
-0.03 -0.09 0.43
-0.05 0.02 0.05
-0.02 -0.17 0.12
-0.37 0.02 0.13
0.00 0.16 0.13
-0.43 -0.23 0.00
-0.25 0.11 0.24
-0.02 0.53 -0.11
0.01 0.01 -0.12
0.05 -0.08 0.04
-0.03 -0.01 -0.09
-0.17 -0.04 -0.16
0.04 0.10 -0.02
-0.10 -0.01 -0.10
0.17 0.01 0.03
-0.07 0.70 -0.10
-0.07 0.01 0.05
-0.58 0.04 -0.37
0.06 0.06 -0.11
0.16 -0.19 -0.04
-0.23 0.18 0.17
0.02 0.08 0.12
0.41 0.07 -0.17
-0.20 0.04 -0.03
0.54 0.11 -0.48
-0.10 0.04 -0.12
-0.06 0.08 -0.06
0.09 0.22 0.38
-0.33 -0.40 -1.49
-0.55 -0.40 0.04
-0.07 0.05 -0.04
0.15 -0.08 0.19
0.15 0.01 -0.13
0.09 0.31 0.05
-0.33 0.01 0.13
-0.09 0.22 0.01
0.00 0.02 0.17
-0.02 -0.12 -0.06
-0.20 -0.71 0.19
-0.12 0.23 0.03
-0.23 0.05 -0.21
0.70 -0.09 -0.14
-0.20 0.06 0.08
-0.09 0.06 0.42
0.08 0.01 -0.05
0.28 0.72 1.44
0.09 -0.03 0.10
-0.05 -0.20 0.03
0.00 -0.13 -0.02
0.08 -0.06 -0.12
0.62 -0.90 0.17
-0.08 -0.04 0.12
-0.20 0.04 -0.06
-0.10 -0.08 0.03
0.07 0.01 0.04
0.09 0.18 -0.08
0.08 0.03 0.00
0.53 -0.02 0.21
0.04 0.08 -0.01
-0.20 0.05 0.21
-0.23 0.36 0.24
-0.11 -0.02 0.06
-0.07 -0.03 0.06
0.00 -0.11 -0.02
-0.12 0.11 -0.09
-0.03 0.07 -0.05
-0.31 0.06 -0.18
0.02 -0.16 -0.06
-0.13 -0.10 -0.19
-0.06 -0.30 0.04
0.03 -0.17 0.06
-0.11 -0.16 -0.05
0.27 0.22 -0.01
-0.05 0.05 -0.06
-0.39 -0.20 0.15
-1.74 0.77 0.48
-0.16 -0.30 -0.97
0.05 0.07 0.02
-0.16 -0.23 -0.04
-0.66 0.60 0.20
-0.06 0.32 -0.02
0.18 0.28 -0.40
0.09 -0.10 -0.06
0.05 -0.62 0.23
0.02 -0.01 0.22
-0.16 0.08 0.00
-0.08 -0.28 0.38
0.03 -0.04 -0.05
0.41 -0.42 0.13
2.15 0.39 -0.83
0.08 -0.11 0.06
0.07 -0.05 0.13
0.10 0.02 -0.01
-0.08 0.01 -0.01
0.33 0.96 0.23
-0.20 0.06 -0.04
0.36 -0.32 -0.08
-0.06 0.08 -0.01
0.08 -0.14 -0.04
0.05 0.03 0.00
0.11 -0.07 -0.02
-0.44 -0.04 -0.34
0.04 0.14 0.02
-0.02 0.10 -0.02
0.00 0.06 0.13
0.09 -0.06 0.08
0.00 -0.02 -0.05

## Properties
**Charge**: +3
**LUMO energy (alpha / beta)**: -8.9823 / -10.3127 eV
**Gap between HOMO and LUMO (alpha / beta)**: 5.06 / 3.73 eV
**Calculated total energy**: -9926.45960 Eh
**2S+1**: 4
**Expectation value of S²**: 3.791